85
Properties=species:S:1:pos:R:3:forces:R:3:mulliken_charge:R:1 method="wB97M-V/def2-TZVPD" e_above_lowest_kcal_mol=0.00 spin_multiplicity=2 e_tot_ha=-4051.52937 total_charge=+1 homo_lumo_gap_ev="6.488 / 7.284" lumo_ha="-0.072 / -0.098"
Cu -0.822 -0.779 1.014 0.21 -0.23 0.03 -0.811
C -3.605 2.139 4.435 -0.02 0.03 0.00 -0.526
C -2.444 2.890 4.298 0.00 0.02 -0.01 -0.698
C -1.510 2.593 3.320 0.03 -0.10 -0.07 -0.606
C -1.712 1.505 2.459 -0.10 0.12 0.02 0.925
C -2.905 0.780 2.582 0.16 0.01 -0.03 -0.102
C -3.836 1.087 3.560 0.01 -0.03 -0.05 -1.115
N -0.788 1.124 1.462 -0.41 -0.08 0.02 1.910
N 0.298 1.860 1.469 0.09 0.26 0.13 -0.936
C 1.166 1.907 0.436 0.13 -0.06 -0.23 -0.184
C 2.442 2.407 0.832 -0.04 -0.08 0.03 -0.355
C 3.477 2.597 -0.036 0.05 -0.04 0.07 -0.862
C 3.307 2.344 -1.405 0.11 0.00 -0.04 -1.027
C 2.089 1.911 -1.848 -0.05 -0.04 0.06 -0.848
C 1.001 1.656 -0.975 -0.09 0.06 0.21 0.918
H -4.325 2.375 5.208 0.02 0.00 -0.02 0.433
H -2.263 3.723 4.966 0.00 -0.02 -0.02 0.404
H -0.611 3.180 3.209 0.02 0.00 0.04 0.473
H -3.098 -0.015 1.870 -0.04 0.00 0.04 0.101
H -4.747 0.506 3.638 0.01 0.01 -0.01 0.416
H 2.550 2.623 1.887 0.02 0.00 -0.02 0.489
H 4.429 2.957 0.333 -0.04 0.00 0.01 0.396
H 4.115 2.520 -2.104 -0.05 0.00 0.00 0.496
H 1.946 1.794 -2.911 0.05 -0.01 -0.02 0.326
C 0.555 -1.421 -2.194 -0.11 -0.02 0.14 -0.861
C 0.755 -2.584 -1.203 0.11 0.15 0.02 -1.701
P 1.024 -1.989 0.518 0.06 -0.40 -0.06 1.271
C 1.097 -3.484 1.574 -0.09 0.02 0.03 0.756
C 2.086 -4.455 1.423 -0.05 -0.07 -0.11 -0.381
C 2.148 -5.533 2.291 0.04 -0.04 -0.02 -0.691
C 1.234 -5.650 3.331 -0.04 0.05 0.02 -0.574
C 0.258 -4.680 3.507 0.00 -0.01 0.00 -0.752
C 0.196 -3.600 2.634 0.09 0.03 -0.07 -0.570
C 2.779 -1.508 0.561 -0.07 0.27 0.16 0.676
C 3.648 -1.577 -0.521 -0.01 -0.03 -0.03 -0.235
C 4.994 -1.269 -0.357 0.01 0.01 -0.03 -0.764
C 5.478 -0.891 0.885 -0.02 0.01 -0.04 -0.572
C 4.613 -0.809 1.970 0.00 0.06 0.02 -0.684
C 3.271 -1.105 1.806 -0.03 0.00 -0.05 -0.468
C -0.748 -0.618 -1.932 0.23 0.06 0.07 1.099
P -0.498 1.191 -1.797 -0.09 -0.06 -0.16 1.532
C -1.932 1.979 -1.066 0.12 -0.01 0.06 0.092
C -3.164 1.339 -0.982 -0.02 -0.05 -0.08 -0.328
C -4.229 1.981 -0.371 -0.06 0.00 0.01 -0.968
C -4.065 3.256 0.152 0.03 0.03 -0.03 -0.499
C -2.842 3.905 0.041 -0.02 -0.01 0.02 -0.834
C -1.772 3.270 -0.571 -0.07 0.03 0.04 -0.260
C -0.488 1.701 -3.540 -0.06 0.01 -0.02 0.676
C 0.311 1.043 -4.481 -0.05 -0.05 -0.05 -0.128
C 0.233 1.377 -5.822 0.01 0.00 -0.01 -1.016
C -0.654 2.360 -6.246 -0.01 -0.02 0.04 -0.631
C -1.455 3.010 -5.322 -0.02 0.04 -0.05 -0.833
C -1.376 2.685 -3.974 0.14 0.02 0.06 -0.700
H 0.513 -1.840 -3.198 0.03 0.03 -0.05 0.494
H 1.425 -0.761 -2.152 0.02 0.00 -0.02 0.192
H 1.589 -3.213 -1.521 -0.03 -0.04 -0.03 0.813
H -0.145 -3.197 -1.185 -0.05 -0.09 0.03 0.510
H 2.819 -4.364 0.628 0.00 0.01 0.02 0.347
H 2.921 -6.282 2.167 -0.02 0.03 -0.01 0.428
H 1.293 -6.487 4.014 0.01 0.01 -0.02 0.398
H -0.439 -4.751 4.332 0.02 0.00 -0.03 0.451
H -0.534 -2.814 2.801 -0.03 0.01 0.01 0.297
H 3.298 -1.887 -1.499 0.02 0.02 0.04 0.151
H 5.665 -1.335 -1.204 -0.02 0.01 0.02 0.465
H 6.528 -0.658 1.008 -0.02 -0.01 0.01 0.416
H 4.985 -0.507 2.942 -0.02 -0.02 -0.04 0.446
H 2.594 -1.043 2.653 0.04 0.02 -0.01 0.469
H -1.210 -0.974 -1.007 -0.15 0.02 -0.14 -1.261
H -1.467 -0.749 -2.741 -0.06 -0.11 0.03 1.097
H -3.300 0.348 -1.403 0.01 0.02 0.04 0.560
H -5.188 1.484 -0.291 0.02 0.01 -0.02 0.445
H -4.892 3.745 0.650 0.01 -0.01 -0.01 0.456
H -2.716 4.901 0.447 0.00 -0.03 -0.02 0.457
H -0.811 3.766 -0.643 0.00 -0.02 0.05 0.506
H 0.997 0.261 -4.180 -0.02 0.03 0.00 0.316
H 0.864 0.869 -6.539 -0.03 0.00 0.02 0.438
H -0.725 2.609 -7.297 0.02 0.01 0.02 0.411
H -2.153 3.770 -5.648 0.03 -0.02 0.02 0.442
H -2.004 3.202 -3.262 -0.04 -0.01 -0.03 0.389
N -2.235 -3.469 0.240 0.00 -0.02 -0.15 -0.751
N -2.532 -2.201 0.838 0.18 0.26 0.13 -0.344
H -3.050 -4.071 0.264 -0.05 -0.07 0.05 0.327
H -1.510 -3.907 0.795 0.10 -0.02 0.03 0.085
H -2.980 -2.305 1.745 -0.05 0.01 0.08 0.431
H -3.209 -1.749 0.235 -0.03 0.10 -0.04 0.252